The following is a DFT calculation (ωB97M-V with the def2-TZVPD basis set) of a structure of composition C28H34GeN4ORuS.

Properties
HOMO level (spin up / spin down)   -6.042 / -6.041 eV
Energy above the lowest of the compared OMol25 structures with the same formula, charge and spin   0.0 kcal per mole
Maximum force   1.18 eV/Å
LUMO level (spin up / spin down)   0.7 / 0.7 eV

```
! wB97M-V def2-TZVPD RIJCOSX def2/J DEFGRID3
* xyz 0 1
Ru 0.93 0.32 0.82
N 2.89 0.11 1.67
C 3.08 1.02 2.81
C 1.80 1.14 3.62
N 0.72 1.68 2.78
H 3.07 -0.85 1.94
H 3.56 0.32 0.93
H 3.35 2.00 2.41
H 3.90 0.68 3.45
H 2.00 1.75 4.51
H 1.49 0.15 3.96
H 0.80 2.69 2.69
H -0.19 1.45 3.16
C -1.79 0.36 -0.72
O -1.05 0.95 0.35
H -1.32 0.56 -1.68
H -2.81 0.75 -0.72
H -1.81 -0.71 -0.55
C -2.76 4.24 0.20
C -1.30 4.58 0.09
C -0.84 5.88 0.07
C 0.54 6.05 -0.04
N 1.37 5.03 -0.11
C 0.86 3.78 -0.09
S 1.97 2.47 -0.20
N -0.46 3.54 0.01
C 1.15 7.42 -0.06
H -3.38 5.14 0.26
H -2.94 3.63 1.08
H -3.08 3.66 -0.67
H -1.52 6.71 0.12
H -0.87 1.93 0.13
H 0.39 8.20 -0.18
H 1.87 7.49 -0.88
H 1.69 7.60 0.87
C 0.91 -1.23 0.24
Ge 1.65 -2.55 -0.99
C 1.05 -4.39 -0.73
C -0.13 -4.64 -0.02
C -0.57 -5.94 0.17
C 0.15 -7.01 -0.34
C 1.33 -6.77 -1.05
C 1.77 -5.47 -1.24
C 3.54 -2.41 -0.52
C 4.34 -1.41 -1.06
C 5.63 -1.20 -0.59
C 6.14 -1.99 0.42
C 5.36 -3.00 0.97
C 4.07 -3.21 0.50
C 1.33 -1.88 -2.79
C 1.37 -0.50 -3.02
C 1.16 0.01 -4.29
C 0.90 -0.85 -5.35
C 0.85 -2.22 -5.13
C 1.06 -2.73 -3.86
H -0.69 -3.81 0.39
H -1.48 -6.12 0.73
H -0.19 -8.02 -0.19
H 1.90 -7.60 -1.44
H 2.69 -5.30 -1.78
H 3.95 -0.78 -1.85
H 6.24 -0.41 -1.03
H 7.15 -1.83 0.79
H 5.75 -3.62 1.76
H 3.46 -3.99 0.93
H 1.55 0.18 -2.19
H 1.20 1.08 -4.45
H 0.74 -0.45 -6.34
H 0.64 -2.89 -5.96
H 1.01 -3.80 -3.71
*
```

These are the Mulliken partial charges, in e, on atoms 1 to 5: 0.773, -0.399, -0.642, -0.556, -0.415

=====

The following is a DFT calculation (ωB97M-V with the def2-TZVPD basis set) of a cluster of 3 separate species, C28H58F3N7O3P in total.

Properties
HOMO level   -10.874 eV
Energy above the lowest of the compared OMol25 structures with the same formula, charge and spin   0.0 kcal per mole
Maximum force   2.29 eV/Å
LUMO level   -3.3 eV

```
! wB97M-V def2-TZVPD RIJCOSX def2/J DEFGRID3
* xyz 1 1
C 6.48 3.70 0.82
C 7.77 3.37 0.06
C 7.56 2.32 -1.02
C 7.16 0.95 -0.48
C 6.43 0.13 -1.54
C 5.84 -1.18 -0.99
C 4.40 -1.38 -1.47
C 3.87 -2.74 -1.02
C 2.34 -2.83 -1.04
C 1.88 -4.25 -0.64
C 0.47 -4.20 -0.03
C -0.58 -4.02 -1.13
C -1.97 -4.48 -0.67
C -2.55 -3.43 0.28
C -4.07 -3.47 0.41
C -4.54 -2.17 1.13
C -5.31 -1.29 0.16
C -5.45 0.16 0.65
N -4.36 0.96 0.07
N -3.12 0.40 -0.06
C -2.32 1.30 -0.63
P -0.56 1.10 -1.14
N -0.45 1.08 -2.70
N -2.96 2.43 -0.86
C -4.21 2.22 -0.41
N -5.13 3.18 -0.47
C -6.50 3.15 0.00
O -7.03 4.43 -0.19
C -8.24 4.47 -0.82
F -9.12 3.63 -0.22
F -8.70 5.73 -0.75
F -8.13 4.09 -2.11
H 5.64 3.58 0.14
H 6.49 4.73 1.15
H 6.33 3.02 1.65
H 8.14 4.27 -0.41
H 8.52 3.06 0.79
H 6.74 2.66 -1.64
H 8.45 2.23 -1.64
H 8.03 0.40 -0.13
H 6.47 1.06 0.36
H 5.62 0.74 -1.92
H 7.10 -0.09 -2.37
H 5.86 -1.17 0.10
H 6.45 -2.01 -1.33
H 3.81 -0.58 -1.05
H 4.42 -1.35 -2.56
H 4.17 -2.93 0.00
H 4.24 -3.53 -1.66
H 1.98 -2.62 -2.04
H 1.92 -2.12 -0.34
H 2.60 -4.68 0.04
H 1.81 -4.83 -1.55
H 0.25 -5.11 0.52
H 0.44 -3.37 0.68
H -0.66 -2.95 -1.35
H -0.28 -4.53 -2.03
H -2.62 -4.60 -1.52
H -1.90 -5.40 -0.11
H -2.11 -3.53 1.27
H -2.31 -2.45 -0.14
H -4.46 -3.45 -0.61
H -4.46 -4.36 0.88
H -3.66 -1.68 1.53
H -5.19 -2.47 1.94
H -6.30 -1.70 0.03
H -4.83 -1.28 -0.82
H -5.33 0.18 1.73
H -6.42 0.52 0.36
H -2.84 -0.53 0.21
H -0.04 -0.08 -0.57
H 0.13 2.20 -0.61
H -0.04 0.22 -3.03
H -4.83 4.04 -0.89
H -7.07 2.41 -0.56
H -6.54 2.85 1.04
C 1.37 5.31 -3.56
O 2.19 6.08 -4.01
N 0.56 5.58 -2.52
C -0.40 4.61 -2.03
C 0.65 6.88 -1.88
H 1.22 4.30 -3.98
H -1.42 5.02 -2.11
H -0.19 4.39 -0.98
H -0.34 3.70 -2.62
H 0.45 7.67 -2.61
H 1.66 7.03 -1.49
H -0.06 6.94 -1.07
C -0.82 -2.93 3.97
O 0.02 -2.87 3.09
N -0.72 -3.71 5.06
C -1.75 -3.75 6.08
C 0.46 -4.54 5.21
H -1.75 -2.34 3.95
H -1.33 -3.44 7.04
H -2.15 -4.76 6.18
H -2.56 -3.07 5.82
H 1.36 -3.92 5.23
H 0.54 -5.23 4.37
H 0.39 -5.11 6.13
*
```

These are the Mulliken partial charges, in e, on atoms 1 to 5: -1.098, -0.589, -0.755, -0.488, -0.777

=====

The following is a DFT calculation (ωB97M-V with the def2-TZVPD basis set) of a structure of composition C6H12Br.

Properties
HOMO level (spin up / spin down)   -8.865 / -10.027 eV
Energy above the lowest of the compared OMol25 structures with the same formula, charge and spin   18.5 kcal per mole
Maximum force   2.62 eV/Å
LUMO level (spin up / spin down)   1.0 / -1.8 eV

```
! wB97M-V def2-TZVPD RIJCOSX def2/J DEFGRID3
* xyz 0 2
Br 0.12 0.55 -0.72
H 2.60 -0.81 0.97
C 1.52 -0.68 1.20
C 0.71 -1.97 1.16
C 0.23 -2.46 2.51
C -0.32 -1.32 3.37
C 0.72 -0.21 3.58
C 1.21 0.36 2.27
H 1.27 -0.13 0.16
H -0.21 -1.77 0.56
H 1.22 -2.74 0.57
H -0.55 -3.21 2.35
H 1.08 -2.95 2.99
H -1.24 -0.90 2.92
H -0.61 -1.72 4.34
H 0.28 0.60 4.18
H 1.59 -0.59 4.12
H 2.04 1.06 2.39
H 0.39 1.01 1.89
*
```

These are the Mulliken partial charges, in e, on atoms 1 to 5: -0.311, 0.411, -0.285, -0.512, -0.705

=====

The following is a DFT calculation (ωB97M-V with the def2-TZVPD basis set) of a cluster of 3 separate species, H6O3 in total.

Properties
HOMO level   -10.445 eV
Energy above the lowest of the compared OMol25 structures with the same formula, charge and spin   7.2 kcal per mole
Maximum force   0.75 eV/Å
LUMO level   0.4 eV
Structure (SMILES)   O.O.O

```
! wB97M-V def2-TZVPD RIJCOSX def2/J DEFGRID3
* xyz 0 1
O -0.86 0.44 0.94
H -1.51 1.06 1.27
H -0.61 0.80 0.08
O 0.94 -1.64 1.27
H 0.37 -0.87 1.23
H 0.54 -2.26 0.66
O 0.28 0.79 -1.44
H 0.06 0.19 -2.15
H 0.78 1.49 -1.86
*
```

These are the Mulliken partial charges, in e, on atoms 1 to 5: -0.697, 0.325, 0.376, -0.638, 0.396

=====

The following is a DFT calculation (ωB97M-V with the def2-TZVPD basis set) of a structure of composition C46H39Br2ClF4IN6O10P2S4.

Properties
HOMO level   -10.333 eV
Maximum force   8.26 eV/Å
LUMO level   -5.3 eV

```
! wB97M-V def2-TZVPD RIJCOSX def2/J DEFGRID3
* xyz 1 1
C 5.21 -1.30 1.63
C 5.72 -0.43 0.43
Br 7.69 -0.64 0.06
C 4.87 0.46 -0.30
Br 5.98 1.36 -1.75
N 3.39 0.69 -0.13
Cl 3.24 2.10 -1.24
C 2.45 -0.25 -0.90
N 2.58 -1.67 -0.34
P 3.02 -0.73 -2.66
S 3.32 0.44 -4.11
C 0.87 0.18 -0.76
I -0.04 0.60 -2.77
C -0.10 -0.98 -0.20
C -1.68 -0.83 -0.41
C -2.42 0.51 0.01
S -2.82 0.47 1.86
C -4.34 -0.58 2.10
S -5.65 -0.15 3.06
N -4.39 -1.90 1.43
C -3.69 -3.05 2.00
C -3.93 -4.26 1.04
N -4.74 -3.71 -0.04
C -5.03 -2.31 0.18
O 0.56 1.39 -0.08
C 1.39 1.90 0.98
C 0.38 1.61 2.26
S 1.18 3.77 0.88
O 2.35 4.57 0.44
O 0.74 4.40 2.20
C -0.23 4.25 -0.31
F -1.51 3.95 0.21
F -0.16 5.69 -0.36
F -0.01 3.82 -1.63
C 2.85 1.28 1.14
C 2.65 0.26 2.40
O 2.14 -0.88 2.39
N 3.01 0.66 3.82
C 2.15 -0.08 4.75
O 1.10 0.43 5.21
F 2.45 -1.40 5.25
P 4.24 2.38 1.97
N 3.48 3.53 3.12
O 5.05 3.41 0.89
H 5.16 -0.62 2.57
H 4.24 -1.88 1.53
H 6.01 -2.09 1.91
H 2.14 -2.34 -1.00
H 3.59 -1.95 -0.45
H 2.07 -1.74 -3.09
H 4.26 -1.49 -2.49
H 0.09 -2.02 -0.69
H 0.04 -1.18 0.93
H -2.13 -1.65 0.28
H -2.06 -1.16 -1.46
H -3.47 0.48 -0.49
H -1.97 1.50 -0.32
H -3.08 -3.10 2.97
H -3.52 -5.32 1.13
H -5.63 -1.60 -0.50
H -0.57 2.23 2.01
H 0.77 2.03 3.24
H 0.00 0.54 2.29
H 4.01 0.44 4.00
H 3.68 3.16 4.06
H 3.93 4.46 3.03
H 5.23 4.30 1.29
C 2.08 -9.60 -3.50
C 2.89 -10.29 -4.40
C 3.76 -9.60 -5.24
C 3.82 -8.20 -5.18
C 2.99 -7.51 -4.30
C 2.13 -8.21 -3.45
C 3.00 -6.03 -4.27
O 2.28 -5.42 -3.50
C 3.90 -5.30 -5.20
C 3.88 -3.91 -5.22
C 4.72 -3.21 -6.08
C 5.60 -3.91 -6.91
C 5.62 -5.30 -6.90
C 4.76 -6.00 -6.05
C 4.76 -7.48 -6.06
O 5.52 -8.09 -6.79
H 1.41 -10.14 -2.85
H 2.85 -11.37 -4.45
H 4.39 -10.15 -5.93
H 1.49 -7.67 -2.76
H 3.20 -3.36 -4.58
H 4.70 -2.13 -6.10
H 6.26 -3.36 -7.58
H 6.30 -5.83 -7.55
C -2.92 6.16 2.21
C -3.27 7.51 2.24
C -4.58 7.88 2.51
C -5.55 6.91 2.75
C -5.21 5.56 2.70
C -3.89 5.18 2.44
C -6.24 4.51 2.90
O -5.95 3.33 2.87
C -7.64 4.93 3.14
C -8.64 3.96 3.28
C -9.95 4.34 3.52
C -10.28 5.69 3.63
C -9.30 6.66 3.49
C -7.98 6.28 3.24
C -6.94 7.32 3.05
O -7.23 8.50 3.15
H -1.90 5.87 2.01
H -2.52 8.27 2.05
H -4.85 8.94 2.53
H -3.61 4.13 2.42
H -8.39 2.90 3.20
H -10.72 3.58 3.62
H -11.31 5.98 3.83
H -9.56 7.71 3.58
*
```

These are the Mulliken partial charges, in e, on atoms 1 to 5: -0.677, -0.197, -0.057, -0.010, 0.067

=====

The following is a DFT calculation (ωB97M-V with the def2-TZVPD basis set) of the molecule C6H8N2O3.

Properties
HOMO level (spin up / spin down)   -9.330 / -8.346 eV
Energy above the lowest of the compared OMol25 structures with the same formula, charge and spin   185.9 kcal per mole
Maximum force   1.54 eV/Å
LUMO level (spin up / spin down)   -0.9 / -0.7 eV

```
! wB97M-V def2-TZVPD RIJCOSX def2/J DEFGRID3
* xyz 0 1
C 0.24 -0.88 -0.09
C -1.07 1.14 -0.52
C 1.36 -0.26 0.39
C 1.38 0.84 1.24
C -1.08 -0.26 0.13
C -2.22 -1.11 -0.44
N -0.21 2.01 -0.28
N 2.65 -0.75 -0.10
O 0.13 3.16 -0.48
O 2.64 -1.63 -0.93
O 3.65 -0.24 0.35
H 0.33 -1.71 -0.77
H -1.87 1.30 -1.23
H 0.56 1.06 1.89
H 2.29 1.39 1.38
H -1.26 -0.09 1.19
H -2.04 -1.34 -1.49
H -3.17 -0.59 -0.35
H -2.29 -2.04 0.12
*
```

These are the Mulliken partial charges, in e, on atoms 1 to 5: -0.411, -0.487, 0.435, -1.328, 0.875

=====

| no. | DFT total energy (eV) |
| --- | --- |
| 1 | -107527.6863 |
| 2 | -63983.9178 |
| 3 | -76457.5138 |
| 4 | -6239.9397 |
| 5 | -311224.8868 |
| 6 | -15466.8756 |